[1]
Formula: C4H6Si2
Source: the OMol25 dataset
Level of theory: the ωB97M-V functional and the def2-TZVPD basis

Properties
frontier orbital gap	9.557	eV
total charge	0
HOMO	-9.8	eV
LUMO	-0.007	hartree
energy above the lowest of the compared OMol25 structures with the same formula, charge and spin	182.4	kJ/mol
E_tot	-734.76951	a.u.
spin multiplicity	1

XYZ file:
```
12
C4H6Si2 | the OMol25 dataset | the ωB97M-V functional and the def2-TZVPD basis
C 0.407 2.694 -1.008
C 0.200 -2.307 -1.973
C 0.329 1.849 -0.151
C -0.089 -1.747 -0.964
Si 0.510 0.743 1.278
Si -1.121 -0.826 1.088
H 0.468 3.071 -1.982
H 0.611 -2.814 -2.748
H 0.459 1.549 2.554
H 1.812 0.065 1.355
H -2.415 -0.569 0.382
H -1.172 -1.709 2.169
```

These are the natural (NBO) partial charges, in e, on atoms 1 to 8:
1. C -0.142
2. C -0.364
3. C -0.474
4. C -0.327
5. Si 0.637
6. Si 0.721
7. H 0.233
8. H 0.212

=====

[2]
Formula: C4H12O
Source: the OMol25 dataset
Level of theory: the ωB97M-V functional and the def2-TZVPD basis

Properties
frontier orbital gap	11.120	eV
total charge	0
HOMO	-10.2	eV
LUMO	0.034	hartree
energy above the lowest of the compared OMol25 structures with the same formula, charge and spin	243.6	kJ/mol
E_tot	-234.73982	a.u.
spin multiplicity	1
structure (SMILES)	CCO.CC

XYZ file:
```
17
C4H12O | the OMol25 dataset | the ωB97M-V functional and the def2-TZVPD basis
C 0.291 1.170 -0.974
C 0.341 1.532 0.525
O 1.066 2.101 -1.806
H 0.513 0.182 -1.370
H -0.567 1.637 -1.370
H 1.455 1.562 0.837
H 2.140 2.151 -1.451
H -0.281 0.681 0.944
H 0.093 2.588 0.699
C -1.098 -1.702 -0.124
C -0.150 -1.677 1.041
H -1.386 -2.797 -0.372
H -2.067 -1.263 0.374
H -0.766 -1.271 -1.088
H 0.503 -0.741 1.060
H 0.581 -2.517 1.117
H -0.668 -1.637 1.956
```

These are the natural (NBO) partial charges, in e, on atoms 1 to 8:
1. C -0.083
2. C -0.655
3. O -0.738
4. H 0.179
5. H 0.199
6. H 0.198
7. H 0.438
8. H 0.230